1.
This record from the OMol25 dataset describes a cluster of 12 separate species, C3H28NO13S2 in total. The level of theory is ωB97M-V with the def2-TZVPD basis set.

Its relative energy (zero: lowest compared OMol25 entry of this formula, charge and spin) is 0.00 kcal per mole. Its net charge is -1.

Each line ends with the Mulliken charge.
Geometry (Å):
N (0.07840, -1.47214, -0.16984)  -0.14
C (0.24146, -0.83564, -1.50797)  0.09
C (-0.58059, 0.47272, -1.60846)  0.14
O (-0.03358, 1.58081, -1.44483)  -0.86
O (-1.80206, 0.30452, -1.87845)  -0.92
C (-0.25779, -1.84806, -2.55231)  -0.68
S (0.87067, -3.30800, -2.79410)  -0.12
S (2.76766, -2.46628, -2.67135)  -0.18
H (-0.86547, -1.83674, -0.07369)  0.18
H (0.67853, -2.29291, -0.11440)  0.23
H (1.29322, -0.54574, -1.56942)  0.51
H (-0.31463, -1.39783, -3.54212)  0.44
H (-1.21277, -2.23236, -2.21064)  0.27
H (3.06668, -2.60517, -1.31391)  0.18
H (-2.71715, -0.85529, -1.24185)  0.33
H (-3.92165, -1.24243, -0.27849)  0.27
O (-3.04625, -1.52176, -0.56010)  -0.67
H (-2.99210, 1.98215, -0.19207)  0.58
H (-3.07691, 0.80351, 0.72760)  0.23
O (-3.35088, 1.73474, 0.71652)  -0.84
H (-0.16270, -0.47446, 1.53528)  0.24
H (-1.26832, 0.44806, 1.93960)  0.35
O (-0.66168, -0.19344, 2.32856)  -0.65
H (3.36192, 1.48739, -0.76836)  0.42
H (2.15285, 1.87067, -1.70612)  0.27
O (3.08115, 2.03959, -1.50244)  -0.68
H (-2.51443, 2.33473, 2.13909)  0.40
H (-1.76996, 3.34650, 2.98800)  0.28
O (-2.13499, 2.45595, 3.03853)  -0.64
H (-1.59455, -1.95002, 3.17801)  0.32
H (-1.98742, -2.38565, 1.84515)  0.31
O (-1.60306, -2.76290, 2.64924)  -0.66
H (-3.21993, 1.94040, -1.93575)  0.43
H (-2.05414, 2.76388, -1.62292)  0.40
O (-3.03108, 2.84003, -1.60629)  -0.76
H (2.10988, 1.29878, 1.73494)  0.34
H (1.53073, 0.54365, 0.59413)  0.13
O (2.32830, 0.56156, 1.14987)  -0.56
H (2.19453, -1.74601, 2.22615)  0.33
H (3.18836, -0.63290, 2.59149)  0.33
O (3.09763, -1.58174, 2.51042)  -0.68
H (3.32492, -0.47084, -0.04686)  0.24
H (3.95805, -1.70463, 0.42002)  0.37
O (4.07862, -1.04144, -0.27845)  -0.65
H (0.29702, 2.76074, 0.78254)  0.35
H (1.27125, 2.88029, -0.42796)  0.36
O (1.20227, 2.95372, 0.52402)  -0.65


2.
This record from the OMol25 dataset describes a structure of composition C15H16EuGaI2O7S2. The level of theory is ωB97M-V with the def2-TZVPD basis set.

As for the expectation value of S²: 12.0833. Its multiplicity is 7. Its relative energy (zero: lowest compared OMol25 entry of this formula, charge and spin) is 0.00 kcal per mole. Its net charge is +4.

Each line ends with the Löwdin spin population.
Geometry (Å):
I (3.96943, -1.57548, 0.01903)  0.84
I (2.75016, 2.04690, 0.09440)  0.13
Ga (0.30942, 1.56690, -0.55769)  0.01
Eu (0.93679, -1.87671, 0.98103)  4.03
S (0.59974, -0.42801, -1.59351)  0.00
C (-1.30857, -3.09999, -0.34440)  0.00
C (-2.01088, -1.47436, 1.74272)  0.00
C (0.58351, -0.01372, -3.39970)  0.00
C (1.29980, 1.31083, -3.68131)  0.00
C (-0.89020, 0.00618, -3.77963)  0.00
C (1.29394, -1.15964, -4.09862)  0.00
C (-0.93678, 1.40901, 1.10793)  0.00
C (-1.03793, 2.79795, -1.52033)  0.00
O (-3.15299, -1.44706, 1.61210)  0.00
O (-2.08830, -3.17036, -1.18865)  0.00
O (-1.86927, 1.70014, 1.72550)  0.00
O (-1.90696, 3.41647, -1.97755)  0.00
H (1.32732, 1.47052, -4.76756)  0.00
H (2.33181, 1.27535, -3.29666)  0.00
H (0.77436, 2.16308, -3.23157)  0.00
H (-0.99207, 0.25492, -4.83547)  0.00
H (-1.44996, 0.75773, -3.21408)  0.00
H (-1.31403, -0.99328, -3.62250)  0.00
H (1.29871, -0.98940, -5.18192)  0.00
H (0.80678, -2.11514, -3.91708)  0.00
H (2.33759, -1.23108, -3.77719)  0.00
C (1.97706, 2.04815, 8.57892)  0.08
C (1.58132, 1.41876, 7.27900)  0.26
C (1.53836, 0.02326, 7.19295)  0.19
C (1.09895, -0.59813, 6.02867)  -0.01
C (0.70252, 0.19054, 4.94722)  0.23
C (0.76373, 1.58774, 5.00754)  0.02
C (1.21183, 2.19725, 6.17736)  0.11
S (-0.03901, -0.55671, 3.50958)  0.01
O (0.46808, -1.95560, 3.36249)  0.00
O (-1.47405, -0.43302, 3.67260)  0.03
O (0.52708, 0.18528, 2.32275)  0.00
H (1.27773, 1.76606, 9.37603)  0.03
H (2.97264, 1.69635, 8.87050)  0.03
H (1.98737, 3.13495, 8.47768)  0.00
H (1.81620, -0.58210, 8.06483)  0.00
H (1.05767, -1.68535, 5.95346)  0.00
H (0.46736, 2.19125, 4.15422)  0.00
H (1.25034, 3.28354, 6.26676)  0.00


3.
This record from the OMol25 dataset describes a cluster of 2 separate species, C3H6NO3P in total. The level of theory is ωB97M-V with the def2-TZVPD basis set.

As for the expectation value of S²: 2.0108. Its multiplicity is 3. Its relative energy (zero: lowest compared OMol25 entry of this formula, charge and spin) is 0.00 kcal per mole. Its net charge is 0.

Each line ends with the Löwdin spin population.
Geometry (Å):
C (1.55423, -0.99483, -0.53028)  0.12
C (-0.18469, -1.17590, 1.39484)  0.05
C (1.09118, -0.65761, 0.78178)  0.44
N (0.41856, 1.59189, -0.58042)  0.04
O (1.89991, 0.21486, 1.40315)  0.27
O (1.09077, -1.65541, -1.43723)  0.21
O (2.69514, -0.30803, -0.77009)  0.16
P (3.12050, 0.70688, 0.38268)  0.67
H (-0.52821, -1.95245, 0.69350)  0.00
H (0.01721, -1.71232, 2.29762)  0.01
H (-0.97193, -0.35284, 1.33161)  0.02
H (-0.54917, 1.77432, -0.48703)  0.00
H (0.43368, 0.85029, -1.21427)  0.00
H (0.94620, 2.40295, -0.88036)  0.01


4.
This record from the OMol25 dataset describes a structure of composition C27H16Br2F3N7O4Sn. The level of theory is ωB97M-V with the def2-TZVPD basis set.

Its relative energy (zero: lowest compared OMol25 entry of this formula, charge and spin) is 11.50 kcal per mole. Its net charge is -2.

Each line ends with the Mulliken charge.
Geometry (Å):
Sn (0.23170, 0.51744, 0.20223)  1.23
C (-4.22182, -1.11517, -0.82696)  -1.70
C (-2.84612, -0.52885, -0.89997)  0.30
N (-2.19207, -0.09016, 0.10732)  1.00
N (-2.80711, -0.14359, 1.34139)  -0.87
C (-1.95558, 0.15454, 2.29144)  0.42
O (-0.71790, 0.44521, 2.16543)  -0.72
C (-2.49012, 0.12294, 3.69335)  0.27
C (-3.85300, 0.00987, 3.95177)  -0.26
C (-4.31805, -0.00096, 5.25725)  -0.62
C (-3.42545, 0.09580, 6.31802)  -0.32
C (-2.06592, 0.20696, 6.06341)  -0.60
C (-1.59952, 0.22507, 4.75652)  -0.45
C (-2.15883, -0.47007, -2.22059)  0.64
C (-2.65069, -1.16598, -3.32140)  -0.75
C (-1.94747, -1.11621, -4.51225)  -0.46
C (-0.78233, -0.37328, -4.57625)  -0.66
C (-0.37093, 0.29261, -3.43038)  -0.29
N (-1.04420, 0.25777, -2.29308)  -0.01
H (-4.60782, -1.01223, 0.18191)  0.33
H (-4.88891, -0.61179, -1.53136)  0.39
H (-4.19505, -2.17397, -1.08808)  0.33
H (-4.53272, -0.06552, 3.11432)  0.39
H (-5.38185, -0.07921, 5.44888)  0.36
H (-3.79007, 0.09175, 7.33875)  0.35
H (-1.36415, 0.28853, 6.88488)  0.38
H (-0.54607, 0.33019, 4.53463)  0.43
H (-3.54363, -1.76731, -3.23500)  0.34
H (-2.29748, -1.66993, -5.37459)  0.38
H (-0.19251, -0.31581, -5.48135)  0.37
H (0.54645, 0.87370, -3.42383)  0.42
Br (3.74622, 4.00288, 2.66369)  -0.22
C (4.34111, 2.37370, 1.89601)  -0.20
C (5.71537, 2.14583, 1.81152)  -0.37
C (6.21191, 0.99322, 1.26963)  -0.04
Br (8.10465, 0.75245, 1.18050)  -0.32
C (5.33243, -0.01064, 0.79303)  0.79
C (5.73690, -1.24702, 0.24067)  -0.61
C (4.80044, -2.15329, -0.16997)  -0.85
C (3.43473, -1.83459, -0.02746)  -0.27
N (3.03845, -0.69434, 0.47604)  -0.02
C (3.93863, 0.22430, 0.88032)  -0.19
C (3.36563, 1.46390, 1.43685)  0.71
O (2.12436, 1.65619, 1.50290)  -0.72
H (6.39375, 2.90353, 2.18152)  0.38
H (6.79436, -1.46107, 0.15272)  0.29
H (5.09156, -3.10681, -0.59282)  0.40
H (2.64939, -2.52142, -0.33027)  0.35
N (-3.69196, 5.92830, 0.66226)  -0.61
C (-2.67590, 5.44493, 0.36826)  0.50
N (-1.49184, 5.02371, -0.01050)  -0.72
C (-1.12920, 3.78759, 0.04555)  0.47
N (-0.70741, 2.70134, 0.00987)  -0.48
F (-2.51660, -3.82358, 0.25563)  -0.28
C (-1.15969, -3.83787, 0.30669)  0.78
F (-0.80340, -5.14112, 0.42903)  -0.32
F (-0.81883, -3.24332, 1.45990)  -0.24
C (-0.53064, -3.17927, -0.96981)  0.51
O (-0.85315, -3.73790, -2.02553)  -0.73
O (0.20468, -2.19778, -0.74736)  -0.60


5.
This record from the OMol25 dataset describes the molecule C3H5NO. The level of theory is ωB97M-V with the def2-TZVPD basis set.

Its relative energy (zero: lowest compared OMol25 entry of this formula, charge and spin) is 30.29 kcal per mole. Its net charge is 0.

Each line ends with the Mulliken charge.
Geometry (Å):
C (-1.23163, 0.03954, -0.00226)  -1.19
C (0.25519, -0.15803, 0.18405)  0.27
O (0.68777, -1.15871, -0.68390)  -0.53
C (1.95860, 1.74388, -0.03365)  -0.13
N (1.00578, 1.05258, -0.05622)  -0.05
H (-1.44150, 0.30426, -1.04137)  0.34
H (-1.59139, 0.83154, 0.65915)  0.35
H (-1.74620, -0.89452, 0.23845)  0.32
H (0.48714, -0.41391, 1.22412)  0.29
H (1.61623, -1.34664, -0.48837)  0.34


6.
This record from the OMol25 dataset describes a cluster of 2 separate species, C16H28F3N2O7S in total. The level of theory is ωB97M-V with the def2-TZVPD basis set.

Its net charge is +1.

Each line ends with the Mulliken charge.
Geometry (Å):
C (2.35505, 1.99479, -1.69323)  -0.93
C (1.89024, 2.67088, -0.43902)  0.61
O (1.01199, 3.45612, -0.40318)  -0.45
O (2.58838, 2.35524, 0.70688)  -0.43
C (1.99215, 1.33102, 1.50009)  0.01
C (2.96188, 0.12630, 1.56328)  -1.01
C (2.45216, -1.22706, 1.21498)  0.74
N (3.22099, -2.09182, 0.52420)  0.03
C (2.55210, -3.28359, 0.34841)  0.22
O (3.04976, -4.34901, -0.27134)  -0.49
C (3.76533, -4.11188, -1.49440)  -0.77
C (2.92228, -3.48240, -2.56960)  0.29
C (1.58954, -4.18257, -2.78119)  -1.17
O (2.76527, -2.09751, -2.26260)  -0.42
C (1.33427, -3.13254, 0.96246)  -0.79
N (1.30994, -1.84957, 1.49581)  0.23
C (0.18266, -1.30172, 2.24210)  -1.22
C (-0.96909, -0.83896, 1.35063)  -0.33
C (-1.74456, -1.94890, 0.66242)  0.68
F (-1.73553, -3.09612, 1.37284)  -0.28
F (-1.21929, -2.24241, -0.54948)  -0.24
F (-3.02247, -1.60653, 0.47545)  -0.26
H (3.10640, 1.23564, -1.50447)  0.27
H (2.75466, 2.75935, -2.35299)  0.37
H (1.50331, 1.53201, -2.18389)  0.29
H (1.04472, 1.04464, 1.04910)  -0.05
H (1.82277, 1.72516, 2.49475)  0.38
H (3.44947, 0.08970, 2.53586)  0.23
H (3.74222, 0.34156, 0.83758)  0.42
H (4.13770, -1.85251, 0.18694)  0.33
H (4.08745, -5.09216, -1.82965)  0.48
H (4.67304, -3.53299, -1.31876)  0.32
H (3.49759, -3.58241, -3.49583)  0.42
H (1.74411, -5.24719, -2.92544)  0.36
H (1.13007, -3.78009, -3.68170)  0.41
H (0.90515, -3.99724, -1.95805)  0.18
H (2.39824, -1.65594, -3.03289)  0.31
H (0.54120, -3.84488, 1.05492)  0.70
H (0.52482, -0.45070, 2.82042)  0.47
H (-0.18001, -2.04690, 2.94112)  0.45
H (-1.68218, -0.27134, 1.94076)  0.51
H (-0.61864, -0.17507, 0.56428)  0.13
O (-3.15381, 2.82840, 1.68567)  -0.62
S (-3.46956, 3.93049, 0.81786)  1.22
O (-3.90013, 5.16518, 1.38669)  -0.61
O (-4.51973, 3.43532, -0.25790)  -0.27
C (-5.74532, 2.82241, 0.21799)  -0.32
C (-6.73490, 3.82942, 0.76436)  -1.01
C (-2.12542, 4.22180, -0.27464)  -1.00
H (-5.49715, 2.05844, 0.95530)  0.31
H (-6.15094, 2.32114, -0.65772)  0.28
H (-6.36639, 4.30318, 1.67236)  0.31
H (-7.67324, 3.32637, 0.99697)  0.39
H (-6.92670, 4.61377, 0.03317)  0.27
H (-1.80951, 3.28019, -0.71277)  0.25
H (-1.32017, 4.65054, 0.31672)  0.40
H (-2.44214, 4.92294, -1.04165)  0.42


E (computed, eV): -53347.8929, -139677.0471, -20127.9425, -200952.6662, -6728.2591, -53340.4493